{
  "formula": "C33H29FeN9O2S2",
  "method": "the ωB97M-V functional and the def2-TZVPD basis",
  "total_charge": 1,
  "orbital_gap_ev": [7.0, 7.0],
  "homo_ev": [-10.458, -10.453],
  "multiplicity": 2,
  "s_squared": 0.798,
  "de_lowest_ev": 0.8385,
  "symbols": ["Fe", "N", "C", "S", "N", "N", "C", "C", "C", "C", "C", "C", "C", "C", "C", "C", "C", "C", "N", "H", "H", "H", "H", "H", "H", "H", "H", "H", "H", "H", "O", "C", "C", "C", "C", "C", "C", "C", "O", "N", "N", "C", "C", "C", "C", "C", "C", "N", "H", "H", "H", "H", "H", "H", "H", "H", "H", "H", "N", "C", "S", "N", "C", "C", "C", "C", "C", "C", "H", "H", "H", "H", "H", "H", "H", "H"],
  "positions_angstrom": [[-0.59734, 0.12085, -0.11225], [1.52811, 2.84162, 2.38268], [0.78634, 1.88617, 1.78620], [0.89865, 1.78234, 0.05068], [0.07849, 1.10141, 2.55218], [-0.60406, 0.17911, 1.82331], [-1.15520, -0.80433, 2.45315], [-1.04997, -1.05541, 3.90358], [0.19434, -1.25453, 4.49631], [0.27326, -1.49025, 5.85904], [-0.87856, -1.50563, 6.63512], [-2.11820, -1.30015, 6.04705], [-2.20562, -1.08281, 4.68031], [-1.97489, -1.66374, 1.57418], [-2.58537, -2.84477, 1.96594], [-3.35776, -3.52671, 1.03876], [-3.50788, -3.00968, -0.23946], [-2.84297, -1.84088, -0.56230], [-2.09068, -1.18999, 0.32166], [1.93721, 3.56875, 1.82443], [1.35852, 3.02377, 3.35837], [1.09198, -1.22732, 3.89176], [1.23881, -1.65581, 6.31836], [-0.80869, -1.67368, 7.70191], [-3.01606, -1.30752, 6.65059], [-3.17331, -0.91741, 4.22037], [-2.44912, -3.21255, 2.97274], [-3.84712, -4.45109, 1.31623], [-4.12238, -3.50177, -0.97962], [-2.91246, -1.40219, -1.55069], [-3.80718, 3.06821, 0.57591], [-3.58757, 3.71505, -0.58667], [-4.30119, 4.89478, -0.79543], [-4.11694, 5.62164, -1.95172], [-3.22063, 5.19466, -2.93331], [-2.52963, 4.02121, -2.74299], [-2.70184, 3.26009, -1.57738], [-1.95974, 2.01033, -1.43737], [-1.93793, 1.42526, -0.26709], [-1.35455, 1.46858, -2.47200], [-0.75545, 0.32280, -2.02756], [-0.37082, -0.54349, -2.87999], [0.08605, -1.80128, -2.31036], [0.36313, -2.92623, -3.07183], [0.69139, -4.10046, -2.41488], [0.73482, -4.10599, -1.02966], [0.46188, -2.93289, -0.34454], [0.14307, -1.79727, -0.96653], [-3.18229, 2.32531, 0.63078], [-4.98630, 5.22142, -0.02492], [-4.67279, 6.53979, -2.09406], [-3.07168, 5.77765, -3.83133], [-1.83592, 3.66091, -3.49028], [-0.46781, -0.36442, -3.94414], [0.31286, -2.87102, -4.15081], [0.90303, -5.00027, -2.97742], [0.97938, -5.00218, -0.47726], [0.50356, -2.89775, 0.73255], [4.21865, 0.58513, 0.74992], [3.40967, -0.40728, 0.36938], [2.39702, -1.18454, 1.46842], [3.40813, -0.76834, -0.93250], [4.13148, -0.18748, -2.00935], [4.14013, 1.18955, -2.20393], [4.84285, 1.72382, -3.27514], [5.51300, 0.89379, -4.16150], [5.47265, -0.48187, -3.97932], [4.78708, -1.02508, -2.90415], [4.22745, 0.82194, 1.72599], [4.89867, 0.99267, 0.12968], [2.92491, -1.63407, -1.10645], [3.56492, 1.83291, -1.54910], [4.84891, 2.79566, -3.42405], [6.05370, 1.31625, -4.99758], [5.98702, -1.13575, -4.67127], [4.76677, -2.09755, -2.74935]],
  "atomic_forces_ev_per_a": [[-1.105, 0.060, -0.319], [-0.041, -0.049, 0.022], [0.117, 0.087, 0.057], [0.231, -0.275, -0.390], [-0.091, 0.049, -0.244], [0.653, -0.407, 0.513], [-0.288, -0.144, -0.110], [-0.053, 0.143, -0.008], [0.001, -0.039, 0.000], [-0.007, -0.012, 0.003], [0.011, 0.007, 0.004], [0.000, -0.009, -0.018], [-0.023, -0.038, 0.020], [0.056, 0.268, 0.112], [-0.046, 0.008, -0.019], [-0.011, -0.007, 0.035], [-0.039, 0.018, -0.018], [-0.102, 0.089, 0.064], [0.143, -0.394, -0.312], [-0.024, 0.019, -0.012], [0.019, -0.011, 0.013], [-0.006, 0.056, 0.004], [-0.005, 0.008, -0.001], [-0.002, -0.014, -0.012], [0.007, 0.008, -0.005], [0.014, 0.015, 0.003], [-0.009, 0.013, 0.006], [0.009, 0.006, -0.008], [0.005, -0.001, 0.008], [0.038, -0.022, -0.001], [0.025, 0.013, -0.045], [0.013, 0.006, 0.088], [0.011, 0.027, -0.028], [-0.009, 0.017, 0.007], [0.010, -0.017, 0.011], [-0.040, 0.005, -0.055], [0.007, -0.037, -0.076], [0.041, 0.039, -0.029], [-0.174, 0.105, 0.295], [0.027, 0.012, 0.321], [-0.059, 0.349, -0.416], [0.093, -0.158, -0.103], [0.127, 0.188, 0.000], [0.055, 0.022, 0.022], [0.026, -0.019, -0.023], [-0.006, -0.033, -0.004], [-0.157, 0.010, -0.020], [0.317, 0.116, 0.395], [-0.009, -0.017, 0.016], [0.007, -0.011, -0.001], [0.005, -0.010, 0.005], [-0.009, -0.007, 0.004], [-0.011, -0.002, 0.008], [-0.016, -0.008, -0.004], [-0.014, -0.010, 0.013], [0.007, 0.004, 0.012], [0.009, 0.017, -0.002], [-0.018, 0.007, 0.010], [0.019, 0.016, 0.027], [-0.119, -0.024, 0.078], [0.420, -0.001, 0.150], [0.002, -0.041, -0.040], [-0.033, -0.006, 0.056], [-0.051, 0.026, -0.076], [0.004, 0.005, 0.021], [-0.013, -0.002, -0.005], [-0.004, 0.005, -0.021], [0.043, 0.007, 0.011], [0.007, 0.002, 0.005], [0.005, -0.011, -0.008], [-0.029, 0.008, -0.028], [0.023, -0.025, 0.016], [0.001, -0.009, -0.007], [0.005, -0.009, 0.010], [-0.009, 0.003, 0.006], [0.018, 0.014, 0.017]],
  "lowdin_charge": [0.456, 0.104, -0.781, 0.802, 0.054, -0.052, -0.150, -0.185, -0.026, -0.058, -0.068, -0.065, -0.034, -0.181, 0.023, -0.018, -0.020, -0.077, 0.047, 0.091, 0.113, 0.058, 0.110, 0.109, 0.110, 0.123, 0.127, 0.122, 0.117, 0.129, 0.083, -0.248, -0.003, -0.060, -0.078, -0.023, -0.081, -0.390, -0.159, 0.121, -0.099, -0.025, -0.250, 0.003, -0.032, -0.024, -0.158, 0.060, 0.079, 0.123, 0.111, 0.105, 0.111, 0.145, 0.124, 0.120, 0.118, 0.066, 0.125, -0.894, 0.675, 0.058, -0.246, -0.045, -0.067, -0.078, -0.072, -0.022, 0.101, 0.104, 0.110, 0.089, 0.110, 0.108, 0.109, 0.116]
}